{"formula": "C49H55MoN11O6P", "method": "ωB97M-V with the def2-TZVPD basis set", "elements": ["Mo", "C", "O", "C", "C", "C", "C", "C", "C", "N", "N", "C", "C", "C", "C", "O", "C", "N", "C", "C", "C", "C", "H", "H", "H", "H", "H", "H", "H", "H", "H", "H", "H", "H", "O", "C", "C", "C", "C", "C", "C", "C", "O", "N", "O", "O", "H", "H", "H", "H", "C", "C", "N", "C", "C", "C", "C", "C", "C", "C", "C", "N", "C", "N", "H", "H", "H", "H", "H", "H", "H", "H", "H", "N", "P", "N", "C", "C", "C", "C", "C", "N", "C", "C", "C", "C", "C", "N", "C", "C", "C", "C", "C", "H", "H", "H", "H", "H", "H", "H", "H", "H", "H", "H", "H", "H", "H", "H", "H", "H", "H", "H", "H", "H", "H", "H", "H", "H", "H", "H", "H", "H", "H"], "coordinates": [[-0.300348, -0.643528, -0.934750], [-2.112551, -2.544274, 10.079394], [-1.960531, -3.011523, 8.749266], [-0.792463, -2.745332, 8.119501], [-0.722165, -3.149466, 6.776752], [0.400097, -2.892934, 6.031564], [1.492558, -2.233662, 6.608031], [1.449605, -1.911959, 7.957585], [0.308452, -2.138904, 8.716757], [2.740863, -1.956387, 5.966762], [2.886434, -1.827348, 4.746393], [1.882153, -1.348956, 3.858675], [0.789440, -0.565751, 4.180725], [-0.164232, -0.197092, 3.223695], [-0.034748, -0.587483, 1.896939], [-0.972059, -0.386839, 0.982070], [1.162732, -1.272832, 1.525064], [1.295048, -1.587786, 0.197913], [2.330329, -2.309956, -0.195927], [3.338984, -2.716659, 0.689241], [3.241602, -2.380178, 2.017324], [2.115172, -1.658304, 2.482793], [-3.136290, -2.772099, 10.361910], [-1.948796, -1.466044, 10.136711], [-1.426609, -3.057427, 10.756857], [-1.571632, -3.663247, 6.350377], [0.445717, -3.227719, 5.003294], [2.323284, -1.458912, 8.406955], [0.299580, -1.860980, 9.759209], [0.664282, -0.227324, 5.201198], [-1.027348, 0.388505, 3.507855], [2.372276, -2.569750, -1.247995], [4.178112, -3.282830, 0.312175], [4.005946, -2.659615, 2.727450], [-1.723634, 0.616599, -1.664941], [-1.887695, 1.849754, -1.583013], [-0.950557, 2.764979, -1.008055], [-1.303949, 4.121463, -0.946494], [-0.433670, 5.013725, -0.381539], [0.796443, 4.607471, 0.148753], [1.155384, 3.284231, 0.096618], [0.298458, 2.330368, -0.491573], [0.668091, 1.082739, -0.549118], [-0.798931, 6.436670, -0.333473], [0.023248, 7.205160, 0.119766], [-1.896493, 6.746363, -0.752118], [-2.822652, 2.256080, -1.984124], [-2.252222, 4.468513, -1.333759], [1.445438, 5.347920, 0.593573], [2.095606, 2.943980, 0.507332], [1.064941, -1.126374, -5.130229], [0.310592, -0.828729, -4.008787], [0.864943, -0.503657, -2.836881], [2.195533, -0.365610, -2.792105], [3.037599, -0.627013, -3.864312], [2.443158, -1.062729, -5.048688], [4.491557, -0.528439, -3.649520], [5.450165, -0.243929, -4.531629], [5.297556, 0.195271, -5.934304], [6.254026, -0.141217, -6.883910], [6.054568, 0.327946, -8.170887], [5.021021, 1.096716, -8.493547], [4.179935, 1.378216, -7.505959], [4.249548, 0.960909, -6.250028], [0.571417, -1.406732, -6.049759], [-0.769793, -0.846389, -4.030033], [2.598088, -0.019344, -1.846687], [3.052436, -1.352852, -5.890974], [4.807392, -0.732048, -2.631562], [6.476442, -0.297221, -4.186272], [7.109264, -0.750897, -6.632490], [6.745650, 0.083821, -8.968676], [3.342938, 2.020961, -7.753179], [-1.133997, -2.204635, -1.316995], [-2.252578, -3.349761, -1.476251], [-3.578329, -3.041474, -0.557284], [-4.977473, -3.030961, -0.979839], [-5.844332, -3.763995, 0.037644], [-5.669037, -3.167893, 1.429421], [-4.196356, -3.189951, 1.821745], [-3.348157, -2.474131, 0.779532], [-2.843410, -3.563321, -3.000741], [-2.288082, -4.586933, -3.911271], [-1.805955, -3.949664, -5.203961], [-2.986504, -3.327763, -5.962078], [-4.028469, -2.757821, -4.983478], [-3.363694, -2.360492, -3.676521], [-1.565364, -4.758633, -0.995471], [-2.433102, -5.936127, -0.824838], [-1.568961, -7.186638, -0.818256], [-0.674844, -7.195807, 0.429337], [-0.287184, -5.764440, 0.834165], [-0.229943, -4.851754, -0.381493], [-5.054979, -3.514829, -1.952677], [-5.324869, -1.993082, -1.071184], [-5.557447, -4.819476, 0.049866], [-6.887384, -3.708404, -0.279091], [-6.266924, -3.718607, 2.156298], [-6.028414, -2.134208, 1.429092], [-3.855620, -4.226318, 1.912174], [-4.046670, -2.708980, 2.789806], [-2.287672, -2.562499, 1.021487], [-3.580299, -1.402862, 0.767653], [-3.068749, -5.320905, -4.138996], [-1.481472, -5.113372, -3.402968], [-1.316075, -4.705770, -5.817950], [-1.053788, -3.195525, -4.959929], [-3.454931, -4.089472, -6.586679], [-2.628456, -2.545882, -6.633557], [-4.800592, -3.500837, -4.772543], [-4.528824, -1.889882, -5.412382], [-4.063384, -1.850281, -3.014289], [-2.555089, -1.652583, -3.881570], [-3.169400, -5.960120, -1.630424], [-2.987879, -5.862881, 0.117961], [-0.958683, -7.192907, -1.724456], [-2.200329, -8.074275, -0.849783], [0.219628, -7.788655, 0.235293], [-1.201398, -7.674845, 1.255670], [0.678362, -5.753388, 1.341225], [-1.019627, -5.357278, 1.536317], [0.490027, -5.249168, -1.108152], [0.098999, -3.852285, -0.108704]], "forces_ev_per_a": [[-0.068, -1.727, 0.370], [-0.002, -0.033, 0.032], [0.054, 0.027, -0.096], [0.019, -0.018, -0.043], [-0.031, 0.036, 0.238], [0.226, -0.115, -0.112], [-0.035, 0.667, 0.174], [-0.094, 0.067, -0.114], [-0.096, -0.079, -0.094], [-0.101, -1.449, 0.302], [0.329, 1.576, -0.288], [-0.332, -0.641, -0.293], [0.341, -0.003, -0.004], [0.154, -0.003, -0.399], [-0.159, -0.058, 0.175], [0.107, 0.341, -0.055], [-0.202, -0.056, -0.051], [0.287, 0.081, 0.008], [-0.120, 0.189, 0.109], [-0.131, 0.052, 0.146], [-0.159, 0.025, -0.091], [0.030, -0.198, 0.240], [0.021, 0.002, 0.007], [-0.008, 0.005, 0.012], [0.005, 0.013, 0.012], [-0.038, -0.037, -0.008], [-0.025, 0.051, 0.004], [0.015, -0.002, 0.000], [-0.014, 0.013, 0.024], [-0.091, -0.113, -0.011], [-0.040, -0.009, 0.021], [-0.015, 0.051, 0.027], [0.020, -0.010, 0.007], [0.034, -0.021, 0.035], [-0.499, 0.737, -0.214], [0.170, -0.330, 0.012], [-0.086, 0.056, 0.023], [0.125, 0.053, 0.070], [-0.074, 0.004, -0.048], [0.005, -0.124, -0.034], [-0.080, 0.113, -0.022], [0.085, -0.096, 0.048], [0.291, 0.354, -0.016], [-0.004, -0.097, 0.005], [-0.058, 0.027, -0.009], [0.052, 0.037, 0.017], [0.059, -0.015, 0.007], [-0.008, 0.007, -0.020], [-0.004, 0.007, -0.003], [0.009, -0.018, -0.014], [0.005, 0.047, 0.054], [0.000, 0.064, -0.020], [-0.073, 0.054, -0.225], [0.053, 0.081, 0.047], [-0.080, -0.003, 0.018], [-0.028, -0.013, 0.080], [0.053, 0.035, -0.088], [-0.059, 0.038, 0.047], [0.064, -0.043, 0.033], [-0.060, 0.011, 0.013], [0.041, -0.024, 0.004], [-0.003, 0.007, -0.051], [-0.101, 0.055, -0.041], [0.011, 0.021, 0.035], [-0.004, -0.033, -0.010], [0.019, -0.085, 0.016], [-0.002, -0.101, 0.009], [0.024, 0.035, -0.044], [0.020, -0.035, 0.004], [0.007, -0.021, 0.011], [0.042, -0.016, 0.016], [0.030, 0.004, -0.011], [-0.024, 0.004, -0.011], [0.108, 0.713, -0.119], [-0.153, -0.468, 0.250], [0.133, 0.282, -0.112], [-0.017, -0.200, 0.002], [-0.009, 0.073, -0.019], [0.042, -0.084, -0.012], [-0.006, 0.068, -0.016], [0.043, -0.104, 0.065], [0.282, 0.106, 0.004], [-0.033, -0.030, 0.037], [-0.056, -0.043, -0.017], [-0.018, -0.039, 0.039], [0.053, 0.012, -0.018], [-0.132, 0.033, 0.021], [-0.020, 0.129, -0.016], [-0.011, 0.027, 0.014], [-0.035, 0.007, 0.045], [-0.007, 0.028, -0.010], [0.014, 0.000, -0.020], [0.045, -0.028, -0.100], [-0.007, 0.056, 0.021], [0.004, 0.000, -0.025], [-0.014, -0.025, -0.011], [0.000, -0.016, -0.013], [-0.018, 0.027, 0.013], [-0.026, 0.017, 0.019], [0.012, -0.011, 0.010], [0.023, -0.009, 0.017], [-0.033, 0.069, 0.004], [0.029, -0.013, -0.009], [0.015, -0.018, 0.021], [-0.009, 0.016, -0.011], [0.045, 0.010, 0.002], [0.031, -0.009, -0.011], [-0.005, 0.029, -0.042], [0.007, 0.008, -0.008], [-0.021, 0.012, 0.016], [-0.027, -0.011, 0.000], [0.013, -0.012, -0.024], [0.000, 0.037, 0.042], [0.022, -0.012, -0.019], [-0.058, -0.003, -0.022], [-0.019, -0.028, -0.033], [0.002, -0.004, -0.012], [0.003, -0.017, 0.008], [0.023, -0.033, 0.014], [-0.001, 0.011, 0.017], [0.012, 0.026, 0.019], [0.002, 0.022, 0.011], [-0.025, -0.025, 0.016]], "relative_energy_ev": 0.030, "e_tot_ha": -3363.3289, "orbital_gap_ha": 0.2272, "e_homo_ev": -9.1725, "charge": 1}